DFT (ωB97M-V/def2-TZVPD) results for a cluster of 9 separate species, C45H114N6O15 in total at a distorted geometry.

Output
ΔE to the lowest compared entry with this formula, charge and spin   276.03 kJ/mol
SMILES   COCCNCCOC.COCCNCCOC.COCCNCCOC.COCCNCCOC.COCCNCCOC.COCCNCCOC.CC(C)O.CC(C)O.CC(C)O
LUMO energy   0.383 eV
Frontier orbital gap   9.00 eV
Strongest force on any atom   2.59 eV/A
Spin multiplicity   1

Geometry as XYZ:
```
180
Properties=species:S:1:pos:R:3:forces:R:3:lowdin_charge:R:1
C -20.2564 9.9230 16.9850 0.50 0.59 0.77 -0.11
O -21.0493 9.3003 17.9551 -0.40 -1.23 0.32 -0.18
C -20.4893 9.3011 19.2492 0.57 0.21 0.94 -0.26
C -21.4578 8.6600 20.2444 0.92 0.52 -1.15 -0.19
N -21.8274 7.3325 19.7578 -0.03 -0.90 0.07 -0.04
C -20.7416 6.3336 19.8564 0.34 0.55 0.79 -0.21
C -21.0972 4.9811 19.2428 -0.67 1.03 0.08 -0.22
O -21.5962 5.2214 17.9321 -0.31 -0.59 -0.43 -0.20
C -22.3293 4.0950 17.4187 1.14 0.23 -0.31 -0.09
H -20.7554 9.9624 16.0167 -0.21 0.03 0.30 0.09
H -19.2812 9.4527 16.8595 0.10 -0.34 -0.02 0.09
H -20.0675 10.9031 17.4231 0.22 0.62 -0.75 0.08
H -20.2786 10.3190 19.5772 -0.01 0.42 -0.07 0.12
H -19.5478 8.7706 19.3916 0.43 -0.16 -0.98 0.11
H -22.1837 9.4695 20.3210 -1.28 -0.98 0.11 0.11
H -20.9948 8.5944 21.2289 0.16 -0.10 -0.01 0.12
H -21.8549 7.3543 18.7484 -1.02 0.66 -0.30 0.08
H -20.3823 6.2421 20.8814 -0.50 -0.43 0.39 0.12
H -19.8234 6.6960 19.3941 0.15 0.02 -0.69 0.10
H -21.9002 4.4801 19.7835 0.13 -0.07 0.45 0.12
H -20.1810 4.3908 19.2540 -0.01 -0.40 -0.22 0.12
H -22.4651 4.2011 16.3424 -0.14 0.52 0.09 0.08
H -23.2976 3.9274 17.8904 0.06 0.15 0.28 0.09
H -21.6903 3.2151 17.4928 -0.14 -0.35 0.35 0.08
C -17.4809 26.0366 14.4484 -0.20 -0.21 -0.57 -0.11
O -18.1878 24.8122 14.3401 0.23 0.63 -0.21 -0.20
C -17.9334 23.9270 15.4067 -0.01 0.50 -0.53 -0.26
C -18.8514 22.7464 15.2055 0.93 -1.25 0.43 -0.18
N -18.6246 21.9299 13.9606 -0.50 0.98 0.13 -0.04
C -17.2610 21.4493 13.7592 0.63 -0.40 1.13 -0.22
C -17.0524 20.4463 12.6090 -1.46 1.87 0.32 -0.20
O -17.5022 21.1241 11.4559 -0.48 0.61 0.71 -0.20
C -17.4782 20.3407 10.3292 0.79 0.58 -1.56 -0.15
H -17.6016 26.5386 13.4884 0.01 0.08 0.09 0.09
H -16.4149 25.8886 14.6215 0.18 -0.18 0.04 0.08
H -17.8656 26.6834 15.2369 -0.19 -0.04 0.20 0.08
H -18.1138 24.4558 16.3426 -0.26 -0.17 0.39 0.12
H -16.8741 23.6704 15.3980 0.22 -0.30 0.05 0.11
H -19.8771 23.0914 15.3363 -0.11 -0.12 -0.75 0.12
H -18.7020 22.0924 16.0646 0.11 -0.29 0.07 0.11
H -18.6851 22.6198 13.2253 -0.76 0.01 -0.45 0.09
H -16.9252 20.9540 14.6703 0.02 -0.16 0.23 0.12
H -16.6039 22.3122 13.6515 0.46 -0.05 -0.40 0.11
H -17.7488 19.6161 12.7270 0.52 -0.59 0.38 0.12
H -15.9901 20.2243 12.5076 0.04 -0.53 0.16 0.12
H -17.8910 20.9397 9.5175 -0.36 -0.12 0.00 0.09
H -17.9853 19.3766 10.3696 -0.08 -0.09 0.35 0.09
H -16.4310 20.2370 10.0452 0.28 -0.75 -0.21 0.09
C -5.2191 3.0872 -3.2437 -0.28 -0.10 0.03 -0.11
O -6.4009 3.3644 -2.4937 0.07 0.00 0.17 -0.19
C -6.5119 2.6185 -1.2766 0.13 -0.49 -0.38 -0.23
C -7.9038 2.7505 -0.6286 0.55 1.00 -1.34 -0.19
N -8.2532 4.1296 -0.1881 0.60 -0.94 1.59 -0.03
C -7.4263 4.4820 0.9970 0.23 0.83 -0.51 -0.21
C -7.8663 5.7517 1.7182 -0.06 0.66 0.13 -0.21
O -7.6530 6.9595 0.9740 -0.08 -1.57 -1.70 -0.21
C -7.9145 8.1510 1.6350 0.42 -0.49 1.00 -0.13
H -5.1132 3.8364 -4.0283 -0.15 0.13 0.22 0.09
H -5.2489 2.1204 -3.7462 -0.36 -0.29 0.02 0.08
H -4.3045 3.0626 -2.6512 -0.01 0.30 0.39 0.08
H -5.6732 2.8800 -0.6315 -0.02 0.22 0.33 0.11
H -6.3873 1.5604 -1.5069 0.08 -0.35 -0.09 0.11
H -8.0245 1.9918 0.1447 0.29 0.47 0.57 0.11
H -8.5904 2.3654 -1.3824 -0.32 0.56 -0.23 0.11
H -8.0004 4.8399 -0.8601 -0.18 -0.33 -0.66 0.10
H -6.3842 4.6655 0.7352 0.34 -0.01 -0.34 0.11
H -7.3527 3.6584 1.7071 -0.56 -0.02 0.10 0.12
H -7.2536 5.8814 2.6104 -0.05 -0.38 0.47 0.12
H -8.9189 5.6593 1.9858 -0.21 0.12 0.15 0.12
H -7.2054 8.2046 2.4611 0.25 0.51 0.31 0.08
H -8.8953 8.1422 2.1106 -0.40 0.30 -0.29 0.08
H -7.7457 8.9819 0.9501 -0.26 -0.12 0.07 0.09
C -12.3255 11.2976 17.3468 -0.45 0.83 -0.17 -0.12
O -11.9128 11.5234 18.7004 0.15 -0.90 -1.21 -0.19
C -12.3510 10.4226 19.5156 -0.33 0.98 -0.27 -0.22
C -11.7493 10.5978 20.8755 1.02 0.98 -0.01 -0.24
N -12.2112 11.8066 21.5362 0.36 1.47 1.75 -0.05
C -11.2517 12.3162 22.6070 -1.15 -0.59 -1.29 -0.18
C -11.7343 13.6191 23.2709 -0.84 -0.77 -0.44 -0.21
O -12.1347 14.6081 22.3004 0.86 0.01 0.56 -0.20
C -12.4135 15.8970 22.8680 -0.24 -0.42 -0.77 -0.10
H -13.4064 11.3900 17.2409 -0.36 -0.29 0.33 0.08
H -12.0342 10.3556 16.8820 0.27 -0.36 0.54 0.08
H -11.9788 12.0669 16.6569 0.56 0.28 0.52 0.08
H -12.0563 9.4747 19.0655 0.04 -0.12 0.00 0.12
H -13.4367 10.5140 19.5485 -0.28 -0.43 0.17 0.12
H -10.6814 10.7464 20.7161 0.53 -0.54 -0.21 0.11
H -11.8661 9.7082 21.4944 -0.30 0.07 0.11 0.12
H -12.2052 12.6202 20.9378 -0.44 -0.37 -0.93 0.09
H -10.2602 12.5262 22.2058 0.27 -0.23 -0.36 0.11
H -11.1813 11.4608 23.2788 0.22 0.48 0.67 0.11
H -10.9170 13.9498 23.9117 -0.04 0.40 0.10 0.12
H -12.6100 13.3562 23.8643 -0.10 0.22 0.35 0.12
H -13.3658 15.8776 23.3980 0.12 -0.08 0.49 0.08
H -12.5640 16.6061 22.0540 0.07 -0.26 -0.28 0.08
H -11.5957 16.3152 23.4549 0.05 -0.35 0.35 0.08
C -21.0871 7.7980 8.4674 -0.44 -0.02 -0.62 -0.11
O -21.8047 8.3452 7.3430 0.49 0.93 0.65 -0.21
C -22.0662 9.7916 7.4552 -0.07 -1.29 -0.72 -0.18
C -22.2083 10.4051 6.0574 -0.17 -0.98 0.77 -0.24
N -20.9631 10.3047 5.3108 -0.15 0.91 -0.52 -0.05
C -21.2764 10.7672 3.9574 1.26 0.44 -0.78 -0.21
C -20.0468 10.7523 2.9814 -1.04 0.01 2.37 -0.22
O -19.5217 9.4519 3.1566 0.65 -0.01 -1.76 -0.21
C -18.2495 9.2802 2.4949 -0.80 -0.21 0.77 -0.08
H -21.6495 7.8470 9.3998 -0.05 0.62 0.15 0.08
H -20.0958 8.2451 8.5429 -0.02 0.20 0.23 0.08
H -20.9497 6.7238 8.3440 -0.04 0.03 -0.61 0.08
H -21.2569 10.3427 7.9342 0.29 -0.33 0.23 0.11
H -22.9720 9.9040 8.0509 -0.12 0.18 -0.02 0.12
H -22.5771 11.4172 6.2243 0.54 0.39 -0.20 0.12
H -22.9801 9.9453 5.4401 -0.58 -0.44 0.37 0.11
H -20.7522 9.3236 5.1958 0.20 -0.24 0.38 0.10
H -21.6739 11.7802 4.0212 -0.03 0.09 -0.09 0.11
H -22.0379 10.1276 3.5111 -0.30 -0.08 -0.20 0.11
H -19.2918 11.4700 3.3022 0.10 0.25 0.16 0.11
H -20.3994 11.0833 2.0046 0.14 -0.67 -0.50 0.12
H -17.9404 8.2662 2.7487 0.26 0.19 0.08 0.09
H -17.5724 10.0432 2.8788 0.33 -0.12 0.02 0.08
H -18.2758 9.3490 1.4074 -0.40 0.17 -0.11 0.08
C -18.0816 12.5394 -6.2362 1.18 -0.37 0.68 -0.11
O -17.9158 13.6883 -5.4159 -0.48 0.51 -1.09 -0.20
C -17.0811 13.5695 -4.2863 -1.98 0.29 0.69 -0.22
C -17.2122 14.8600 -3.4126 1.88 -1.08 -1.08 -0.18
N -16.1082 14.7053 -2.4462 -0.83 0.84 0.56 -0.08
C -16.1164 15.8049 -1.4722 1.68 -1.08 0.97 -0.20
C -14.8625 15.7448 -0.5360 -0.66 0.58 -1.01 -0.21
O -13.7468 16.2475 -1.2843 -1.44 -0.27 0.45 -0.21
C -12.5335 16.2840 -0.5819 0.18 -0.21 -0.97 -0.12
H -17.1701 12.3059 -6.7863 0.34 0.25 -0.22 0.08
H -18.8700 12.6200 -6.9846 -0.19 0.47 0.50 0.09
H -18.2064 11.6572 -5.6083 -0.56 -0.17 0.12 0.08
H -16.0388 13.3606 -4.5271 0.14 0.10 -0.14 0.12
H -17.4989 12.7619 -3.6851 0.41 -0.43 0.22 0.12
H -18.1693 15.0283 -2.9189 0.04 -0.46 -0.04 0.12
H -17.0150 15.6975 -4.0818 -0.23 0.39 -0.08 0.11
H -15.2407 14.7164 -2.9633 0.19 0.12 0.01 0.10
H -16.9787 15.6596 -0.8216 -0.21 0.28 -0.15 0.11
H -16.0837 16.7993 -1.9174 -0.35 0.19 -0.14 0.12
H -14.7024 14.7480 -0.1250 0.17 -0.32 -0.31 0.12
H -15.0589 16.3884 0.3214 0.07 0.31 0.13 0.11
H -11.9774 17.0528 -1.1184 0.40 0.02 0.46 0.09
H -12.0459 15.3228 -0.7442 0.37 -0.10 0.39 0.08
H -12.6260 16.4992 0.4826 -0.11 0.14 0.03 0.09
C -16.8047 4.7220 6.5591 1.25 -0.30 -0.48 -0.05
C -15.3138 4.5984 6.9785 -0.99 1.41 1.02 -0.51
C -15.0946 4.7177 8.5081 0.63 1.01 -0.33 -0.05
O -14.7216 3.4208 6.5524 0.30 -1.62 0.04 -0.04
H -17.1783 5.7400 6.4479 0.15 0.13 0.64 0.07
H -17.4209 4.1162 7.2234 -0.20 -0.01 -0.37 0.08
H -16.7696 4.3782 5.5253 -0.66 -0.52 -0.02 0.07
H -14.7564 5.3932 6.4827 -0.11 0.57 0.22 0.13
H -15.6396 5.5376 8.9759 -0.56 0.04 -0.38 0.07
H -14.0729 5.0778 8.6289 0.31 -0.54 0.24 0.07
H -15.2666 3.8482 9.1424 0.01 -0.29 -0.55 0.08
H -14.5384 3.4374 5.6102 -0.13 0.13 -0.02 0.09
C -22.6432 18.0094 4.2056 0.75 0.11 0.36 -0.07
C -23.9218 18.2969 3.4316 0.51 -0.91 1.64 -0.52
C -25.1479 18.0004 4.2835 -0.34 -0.32 -0.66 -0.06
O -23.8569 19.6270 3.0181 -0.32 0.64 -0.86 -0.04
H -22.4626 18.7838 4.9511 -0.04 0.36 -0.10 0.08
H -21.8246 18.0329 3.4863 0.20 0.01 0.20 0.08
H -22.5626 17.1016 4.8034 -0.42 -0.41 -0.42 0.08
H -23.8693 17.6234 2.5762 -0.52 0.38 -0.37 0.14
H -25.1562 18.4553 5.2740 0.40 0.08 0.05 0.08
H -25.2021 16.9167 4.3876 -0.20 -0.01 0.24 0.08
H -26.0538 18.3418 3.7826 -0.06 -0.08 -0.12 0.08
H -24.0883 20.1696 3.7755 0.03 0.16 0.05 0.09
C -16.4330 12.3192 8.9934 0.40 0.60 -0.23 -0.05
C -15.8890 12.7629 7.5900 -1.52 -1.41 -0.34 -0.44
C -15.1924 11.6167 6.8449 -0.13 0.21 0.33 -0.07
O -17.0148 13.2055 6.7783 0.88 0.50 0.48 -0.08
H -15.7089 11.7498 9.5762 0.27 0.23 -0.02 0.07
H -17.3250 11.6928 8.9917 -0.03 -0.19 -0.78 0.07
H -16.7615 13.1854 9.5676 0.29 0.16 0.03 0.07
H -15.1728 13.5838 7.6230 -0.38 0.21 0.38 0.13
H -14.4833 11.1488 7.5278 0.21 -0.14 -0.25 0.07
H -14.6987 11.9852 5.9456 0.16 0.05 0.13 0.08
H -15.9089 10.8702 6.5022 -0.13 -0.12 0.23 0.08
H -17.6306 12.4716 6.7175 -0.07 -0.16 0.01 0.07
```
Positions in Å, forces in eV/Å.